C32H46F3N13O4 | ωB97M-V/def2-TZVPD

Bonds (Å) are listed after each position.
CARTESIAN COORDINATES (ANGSTROEM)
1 O -2.982 0.407 3.090  C2 1.337
2 C -1.868 -0.273 2.801  O1 1.337, O3 1.501, C12 1.661
3 O -0.517 0.226 2.379  C2 1.501, C4 1.480
4 C -0.278 -0.443 1.081  O3 1.480, C5 1.640, C11 1.653, H14 1.170
5 C 1.153 -0.231 0.308  C4 1.640, O6 1.472, H15 1.194, H16 1.188
6 O 2.296 0.064 1.186  C5 1.472, C7 1.471
7 C 2.949 -1.157 1.684  O6 1.471, F8 1.484, F9 1.484, F10 1.511
8 F 2.070 -2.062 2.466  C7 1.484
9 F 3.660 -1.950 0.651  C7 1.484
10 F 4.014 -0.689 2.649  C7 1.511
11 C -0.896 -1.970 1.218  C4 1.653, C12 1.672, H17 1.191, H18 1.174
12 C -1.591 -1.909 2.738  C2 1.661, C11 1.672, O13 1.473, H19 1.172
13 O -0.674 -2.132 3.869  C12 1.473, H20 1.017
14 H -1.055 0.069 0.372  C4 1.170
15 H 1.000 0.706 -0.416  C5 1.194
16 H 1.329 -1.151 -0.423  C5 1.188
17 H -1.870 -2.012 0.534  C11 1.191
18 H -0.195 -2.888 1.008  C11 1.174
19 H -2.506 -2.613 2.946  C12 1.172
20 H -1.253 -2.395 4.663  O13 1.017
21 C 2.839 -3.407 -3.346  C22 1.520, H24 1.093, H25 1.093, H26 1.094
22 C 1.605 -2.989 -2.562  C21 1.520, N23 1.261
23 N 0.582 -2.642 -1.912  C22 1.261
24 H 3.417 -2.523 -3.630  C21 1.093
25 H 3.466 -4.061 -2.733  C21 1.093
26 H 2.541 -3.944 -4.250  C21 1.094
27 C 1.750 4.097 -0.706  C28 1.520, H30 1.093, H31 1.093, H32 1.094
28 C 1.331 2.825 -1.425  C27 1.520, N29 1.261
29 N 0.984 1.769 -2.021  C28 1.261
30 H 1.212 4.954 -1.121  C27 1.093
31 H 1.522 4.015 0.360  C27 1.093
32 H 2.825 4.258 -0.829  C27 1.094
33 C -2.937 4.262 -0.636  C34 1.520, H36 1.093, H37 1.093, H38 1.094
34 C -1.662 4.951 -0.179  C33 1.520, N35 1.261
35 N -0.604 5.523 0.200  C34 1.261
36 H -3.347 4.777 -1.509  C33 1.093
37 H -2.724 3.223 -0.902  C33 1.093
38 H -3.678 4.279 0.168  C33 1.094
39 C -5.153 7.773 -1.505  C40 1.520, H42 1.093, H43 1.093, H44 1.094
40 C -5.572 6.501 -2.223  C39 1.520, N41 1.261
41 N -5.919 5.446 -2.819  C40 1.261
42 H -5.691 8.630 -1.919  C39 1.093
43 H -5.381 7.692 -0.438  C39 1.093
44 H -4.078 7.934 -1.627  C39 1.094
45 C -1.199 6.131 4.440  C46 1.520, H48 1.093, H49 1.093, H50 1.094
46 C -2.400 5.934 3.531  C45 1.520, N47 1.261
47 N -3.397 5.771 2.776  C46 1.261
48 H -0.736 5.165 4.660  C45 1.093
49 H -0.463 6.776 3.952  C45 1.093
50 H -1.514 6.596 5.379  C45 1.094
51 C 2.068 -1.030 -6.724  C52 1.520, H54 1.093, H55 1.093, H56 1.094
52 C 2.976 -2.249 -6.705  C51 1.520, N53 1.261
53 N 3.728 -3.261 -6.689  C52 1.261
54 H 1.448 -1.013 -5.823  C51 1.093
55 H 2.670 -0.118 -6.758  C51 1.093
56 H 1.419 -1.062 -7.603  C51 1.094
57 C -3.961 11.813 0.037  C58 1.520, H60 1.093, H61 1.093, H62 1.094
58 C -4.728 11.315 -1.177  C57 1.520, N59 1.261
59 N -5.364 10.902 -2.184  C58 1.261
60 H -2.919 11.487 -0.021  C57 1.093
61 H -3.991 12.905 0.075  C57 1.093
62 H -4.409 11.412 0.951  C57 1.094
63 C 7.106 -5.872 -5.771  C64 1.520, H66 1.093, H67 1.093, H68 1.094
64 C 5.872 -5.454 -4.987  C63 1.520, N65 1.261
65 N 4.849 -5.107 -4.337  C64 1.261
66 H 7.684 -4.989 -6.055  C63 1.093
67 H 7.733 -6.526 -5.159  C63 1.093
68 H 6.808 -6.409 -6.676  C63 1.094
69 C -4.509 -4.946 4.603  C70 1.520, H72 1.093, H73 1.093, H74 1.094
70 C -3.233 -4.257 5.060  C69 1.520, N71 1.261
71 N -2.175 -3.685 5.439  C70 1.261
72 H -4.918 -4.431 3.729  C69 1.093
73 H -4.296 -5.985 4.336  C69 1.093
74 H -5.250 -4.929 5.406  C69 1.094
75 C -1.490 -2.734 9.577  C76 1.520, H78 1.093, H79 1.093, H80 1.094
76 C -2.871 -3.295 9.279  C75 1.520, N77 1.261
77 N -4.016 -3.760 9.032  C76 1.261
78 H -0.722 -3.397 9.169  C75 1.093
79 H -1.384 -1.744 9.125  C75 1.093
80 H -1.348 -2.649 10.658  C75 1.094
81 C 2.619 4.075 3.376  C82 1.520, H84 1.093, H85 1.093, H86 1.094
82 C 2.082 5.371 3.962  C81 1.520, N83 1.261
83 N 1.636 6.446 4.448  C82 1.261
84 H 3.499 3.749 3.936  C81 1.093
85 H 1.853 3.296 3.430  C81 1.093
86 H 2.899 4.228 2.329  C81 1.094
87 C 2.565 -7.177 -6.285  C88 1.520, H90 1.093, H91 1.093, H92 1.094
88 C 3.472 -8.397 -6.266  C87 1.520, N89 1.261
89 N 4.225 -9.408 -6.250  C88 1.261
90 H 1.944 -7.160 -5.385  C87 1.093
91 H 3.167 -6.265 -6.320  C87 1.093
92 H 1.916 -7.209 -7.165  C87 1.094
93 C 1.097 -8.573 -2.236  C94 1.520, H96 1.093, H97 1.093, H98 1.094
94 C 0.314 -7.788 -3.277  C93 1.520, N95 1.261
95 N -0.336 -7.138 -4.140  C94 1.261
96 H 1.787 -9.262 -2.731  C93 1.093
97 H 1.669 -7.887 -1.606  C93 1.093
98 H 0.410 -9.146 -1.607  C93 1.094

## Properties
HOMO energy = -9.43 eV
electronic energy = -2558.69601 Ha
spin multiplicity = 1

Mulliken population analysis, charges in e, atoms 1 to 6:
1 O -0.5941
2 C 0.2862
3 O -0.3637
4 C 0.2446
5 C 0.7190
6 O -0.3236

C32H46F4N3O12 | ωB97M-V/def2-TZVPD

Bonds (Å) are listed after each position.
CARTESIAN COORDINATES (ANGSTROEM)
1 C -3.699 -1.763 -6.268  N2 1.508, H34 1.130, H35 1.115, H36 1.131
2 N -2.688 -0.905 -5.551  C1 1.508, C3 1.486, C4 1.442
3 C -1.683 -1.869 -5.032  N2 1.486, H37 1.131, H38 1.118, H39 1.134
4 C -2.141 -0.015 -6.547  N2 1.442, O5 1.215, C6 1.601
5 O -2.350 -0.164 -7.734  C4 1.215
6 C -1.266 1.274 -6.181  C4 1.601, C7 1.557, H40 1.124, H41 1.126
7 C 0.164 0.755 -5.844  C6 1.557, C8 1.480, C30 1.469
8 C 0.638 0.801 -4.444  C7 1.480, N9 1.382, H42 1.118
9 N 1.887 0.306 -4.118  C8 1.382, C10 1.498, C16 1.395
10 C 2.410 0.282 -2.715  N9 1.498, O11 1.427, H43 1.131, H44 1.118
11 O 1.464 0.791 -1.774  C10 1.427, C12 1.385
12 C 0.691 -0.218 -1.223  O11 1.385, F13 1.371, F14 1.361, F15 1.371
13 F 0.194 -1.113 -2.136  C12 1.371
14 F 1.335 -0.928 -0.258  C12 1.361
15 F -0.378 0.408 -0.635  C12 1.371
16 C 2.719 -0.239 -5.096  N9 1.395, C17 1.580, C23 1.456
17 C 4.124 -0.830 -4.680  C16 1.580, O18 1.197, N19 1.460
18 O 4.184 -1.916 -4.180  C17 1.197
19 N 5.275 0.025 -4.953  C17 1.460, C20 1.455, H45 1.026
20 C 5.818 0.507 -3.693  N19 1.455, O21 1.181, F22 1.370
21 O 5.692 1.631 -3.353  C20 1.181
22 F 6.520 -0.397 -2.939  C20 1.370
23 C 2.355 -0.333 -6.503  C16 1.456, C24 1.540, C30 1.487
24 C 3.293 -0.981 -7.537  C23 1.540, C25 1.466, C29 1.481
25 C 3.787 -0.323 -8.751  C24 1.466, C26 1.456, H46 1.117
26 C 4.642 -1.083 -9.651  C25 1.456, C27 1.482, H47 1.121
27 C 5.066 -2.481 -9.403  C26 1.482, C28 1.470, H48 1.112
28 C 4.566 -3.146 -8.190  C27 1.470, C29 1.463, H49 1.117
29 C 3.697 -2.385 -7.294  C24 1.481, C28 1.463, H50 1.119
30 C 1.020 0.190 -6.895  C7 1.469, C23 1.487, C31 1.567
31 C 0.599 0.107 -8.403  C30 1.567, O32 1.186, O33 1.395
32 O 0.598 -0.900 -9.029  C31 1.186
33 O 0.164 1.295 -8.992  C31 1.395, H51 0.977
34 H -4.102 -2.474 -5.487  C1 1.130
35 H -4.507 -1.146 -6.726  C1 1.115
36 H -3.185 -2.431 -7.022  C1 1.131
37 H -2.173 -2.396 -4.158  C3 1.131
38 H -0.752 -1.403 -4.624  C3 1.118
39 H -1.436 -2.699 -5.763  C3 1.134
40 H -1.742 1.868 -5.355  C6 1.124
41 H -1.279 1.947 -7.084  C6 1.126
42 H -0.029 1.234 -3.658  C8 1.118
43 H 2.630 -0.782 -2.401  C10 1.131
44 H 3.388 0.824 -2.697  C10 1.118
45 H 5.986 -0.449 -5.521  N19 1.026
46 H 3.504 0.731 -8.991  C25 1.117
47 H 5.044 -0.634 -10.597  C26 1.121
48 H 5.738 -3.043 -10.087  C27 1.112
49 H 4.791 -4.204 -7.912  C28 1.117
50 H 3.281 -2.880 -6.381  C29 1.119
51 H 0.645 2.051 -8.604  O33 0.977
52 C -4.393 0.274 5.055  O53 1.414, H61 1.094, H62 1.089, H63 1.096
53 O -3.527 -0.789 4.708  C52 1.414, C54 1.422
54 C -4.199 -1.797 3.963  O53 1.422, C55 1.519, H64 1.096, H65 1.097
55 C -3.196 -2.712 3.283  C54 1.519, O56 1.427, H66 1.093, H67 1.091
56 O -2.687 -2.174 2.063  C55 1.427, C57 1.424
57 C -1.726 -1.131 2.200  O56 1.424, C58 1.521, H68 1.092, H69 1.093
58 C -0.357 -1.638 2.627  C57 1.521, O59 1.420, H70 1.098, H71 1.097
59 O -0.318 -1.829 4.033  C58 1.420, C60 1.414
60 C 0.788 -2.614 4.432  O59 1.414, H72 1.095, H73 1.090, H74 1.094
61 H -5.234 -0.090 5.653  C52 1.094
62 H -3.826 0.995 5.643  C52 1.089
63 H -4.760 0.775 4.153  C52 1.096
64 H -4.848 -1.337 3.209  C54 1.096
65 H -4.809 -2.379 4.663  C54 1.097
66 H -3.719 -3.628 2.996  C55 1.093
67 H -2.386 -3.002 3.955  C55 1.091
68 H -2.089 -0.339 2.857  C57 1.092
69 H -1.627 -0.700 1.200  C57 1.093
70 H 0.407 -0.894 2.368  C58 1.098
71 H -0.137 -2.581 2.112  C58 1.097
72 H 0.712 -3.621 4.007  C60 1.095
73 H 0.770 -2.696 5.518  C60 1.090
74 H 1.727 -2.145 4.127  C60 1.094
75 C 0.496 4.212 11.481  O76 1.413, H84 1.095, H85 1.090, H86 1.095
76 O -0.177 3.304 10.633  C75 1.413, C77 1.422
77 C -1.497 3.032 11.087  O76 1.422, C78 1.519, H87 1.096, H88 1.098
78 C -2.313 2.381 9.983  C77 1.519, O79 1.426, H89 1.093, H90 1.091
79 O -2.845 3.324 9.055  C78 1.426, C80 1.425
80 C -1.914 3.869 8.125  O79 1.425, C81 1.520, H91 1.091, H92 1.094
81 C -1.535 2.894 7.022  C80 1.520, O82 1.420, H93 1.098, H94 1.096
82 O -0.527 2.002 7.475  C81 1.420, C83 1.414
83 C -0.393 0.878 6.627  O82 1.414, H95 1.095, H96 1.090, H97 1.094
84 H 0.561 3.817 12.500  C75 1.095
85 H 1.504 4.356 11.092  C75 1.090
86 H -0.016 5.181 11.485  C75 1.095
87 H -1.985 3.959 11.408  C77 1.096
88 H -1.422 2.345 11.940  C77 1.098
89 H -3.185 1.909 10.444  C78 1.093
90 H -1.755 1.595 9.472  C78 1.091
91 H -1.034 4.270 8.632  C80 1.091
92 H -2.431 4.714 7.662  C80 1.094
93 H -1.131 3.449 6.166  C81 1.098
94 H -2.422 2.332 6.708  C81 1.096
95 H -1.316 0.289 6.622  C83 1.095
96 H 0.412 0.255 7.017  C83 1.090
97 H -0.138 1.190 5.610  C83 1.094

## Properties
HOMO energy = -10.19 eV
energy above the lowest of the compared OMol25 structures with the same formula, charge and spin = 333.0 kJ/mol
charge = +1
electronic energy = -2713.10130 Ha
spin multiplicity = 1

Mulliken population analysis, charges in e, atoms 1 to 6:
1 C -0.8980
2 N -0.0837
3 C -0.5583
4 C 0.5510
5 O -0.5118
6 C -0.9128

C32H46N8OS | ωB97M-V/def2-TZVPD

Bonds (Å) are listed after each position.
CARTESIAN COORDINATES (ANGSTROEM)
1 C 1.072 -3.816 1.203  C2 1.641, H23 1.192, H24 1.183, H25 1.170
2 C 1.753 -2.328 1.087  C1 1.641, C3 1.672, C4 1.640, H26 1.171
3 C 2.393 -2.003 2.597  C2 1.672, H27 1.193, H28 1.176, H29 1.190
4 C 0.702 -1.106 0.778  C2 1.640, C5 1.642, H30 1.179, H31 1.192
5 C -0.693 -1.567 0.046  C4 1.642, C6 1.627, N22 1.502
6 C -0.890 -1.242 -1.536  C5 1.627, N7 1.503, H32 1.193
7 N -2.102 -1.545 -2.372  C6 1.503, C8 1.502
8 C -3.108 -2.257 -1.512  N7 1.502, C9 1.669, C21 1.626
9 C -4.539 -2.694 -2.251  C8 1.669, C10 1.665, H33 1.192
10 C -5.764 -3.494 -1.456  C9 1.665, C11 1.670, H34 1.183
11 C -5.579 -3.888 0.156  C10 1.670, C12 1.669, C20 1.642
12 C -6.791 -4.731 0.936  C11 1.669, C13 1.640, H35 1.193, H36 1.172
13 C -7.013 -4.266 2.493  C12 1.640, S14 1.878, H37 1.174, H38 1.193
14 S -8.318 -2.916 2.523  C13 1.878, C15 1.891
15 C -7.432 -1.287 2.149  S14 1.891, N16 1.520, O19 1.472
16 N -6.361 -0.609 2.989  C15 1.520, N17 1.403
17 N -5.977 0.600 2.389  N16 1.403, C18 1.513
18 C -6.716 0.871 1.096  N17 1.513, O19 1.484, H39 1.176
19 O -7.565 -0.344 1.027  C15 1.472, C18 1.484
20 C -4.183 -3.402 0.871  C11 1.642, C21 1.664, H40 1.193
21 C -2.962 -2.605 0.069  C8 1.626, C20 1.664, N22 1.502
22 N -1.750 -2.238 0.878  C5 1.502, C21 1.502
23 H 1.880 -4.519 1.727  C1 1.192
24 H 0.173 -3.758 1.970  C1 1.183
25 H 0.796 -4.316 0.181  C1 1.170
26 H 2.653 -2.407 0.343  C2 1.171
27 H 2.499 -0.814 2.620  C3 1.193
28 H 3.418 -2.558 2.754  C3 1.176
29 H 1.600 -2.263 3.446  C3 1.190
30 H 0.451 -0.455 1.728  C4 1.179
31 H 1.253 -0.379 0.010  C4 1.192
32 H 0.009 -0.682 -2.085  C6 1.193
33 H -4.715 -2.436 -3.401  C9 1.192
34 H -6.729 -3.772 -2.081  C10 1.183
35 H -6.394 -5.855 0.978  C12 1.193
36 H -7.764 -4.755 0.283  C12 1.172
37 H -5.983 -3.967 2.972  C13 1.174
38 H -7.399 -5.208 3.115  C13 1.193
39 H -6.675 1.767 0.336  C18 1.176
40 H -4.011 -3.650 2.026  C20 1.193
41 C -0.467 3.466 -0.746  C42 1.525, H46 1.095, H47 1.095, H48 1.096
42 C -0.149 3.626 0.738  C41 1.525, C43 1.530, H49 1.097, H50 1.096
43 C 1.353 3.700 1.019  C42 1.530, C44 1.520, H51 1.095, H52 1.095
44 C 2.026 2.419 0.554  C43 1.520, N45 1.261
45 N 2.584 1.356 0.168  C44 1.261
46 H -0.065 2.530 -1.146  C41 1.095
47 H -1.550 3.447 -0.902  C41 1.095
48 H -0.053 4.297 -1.328  C41 1.096
49 H -0.590 2.786 1.288  C42 1.097
50 H -0.628 4.540 1.107  C42 1.096
51 H 1.528 3.829 2.093  C43 1.095
52 H 1.801 4.553 0.498  C43 1.095
53 C 2.933 8.164 -2.356  C54 1.525, H58 1.095, H59 1.095, H60 1.096
54 C 1.612 7.419 -2.525  C53 1.525, C55 1.530, H61 1.097, H62 1.096
55 C 0.526 7.910 -1.566  C54 1.530, C56 1.520, H63 1.095, H64 1.095
56 C 0.976 7.701 -0.129  C55 1.520, N57 1.261
57 N 1.350 7.528 1.063  C56 1.261
58 H 3.357 8.014 -1.358  C53 1.095
59 H 3.669 7.800 -3.080  C53 1.095
60 H 2.799 9.240 -2.516  C53 1.096
61 H 1.788 6.347 -2.371  C54 1.097
62 H 1.263 7.544 -3.556  C54 1.096
63 H -0.403 7.355 -1.735  C55 1.095
64 H 0.321 8.973 -1.728  C55 1.095
65 C 6.087 2.953 1.603  C66 1.525, H70 1.095, H71 1.095, H72 1.096
66 C 6.946 4.208 1.482  C65 1.525, C67 1.530, H73 1.097, H74 1.096
67 C 6.120 5.474 1.245  C66 1.530, C68 1.520, H75 1.095, H76 1.095
68 C 5.339 5.341 -0.052  C67 1.520, N69 1.261
69 N 4.691 5.231 -1.128  C68 1.261
70 H 5.533 2.752 0.680  C65 1.095
71 H 6.716 2.079 1.800  C65 1.095
72 H 5.366 3.048 2.423  C65 1.096
73 H 7.661 4.071 0.662  C66 1.097
74 H 7.529 4.328 2.402  C66 1.096
75 H 6.780 6.346 1.180  C67 1.095
76 H 5.421 5.638 2.072  C67 1.095
77 C 0.176 -8.101 -2.024  C78 1.525, H82 1.095, H83 1.095, H84 1.096
78 C 0.997 -7.184 -2.925  C77 1.525, C79 1.530, H85 1.097, H86 1.096
79 C 2.494 -7.224 -2.610  C78 1.530, C80 1.520, H87 1.095, H88 1.095
80 C 2.730 -6.772 -1.179  C79 1.520, N81 1.261
81 N 2.925 -6.397 0.009  C80 1.261
82 H 0.245 -7.802 -0.974  C77 1.095
83 H -0.881 -8.061 -2.304  C77 1.095
84 H 0.513 -9.140 -2.111  C77 1.096
85 H 0.623 -6.158 -2.822  C78 1.097
86 H 0.843 -7.480 -3.969  C78 1.096
87 H 3.039 -6.562 -3.291  C79 1.095
88 H 2.886 -8.239 -2.737  C79 1.095

## Properties
HOMO energy = -8.12 eV
electronic energy = -2157.63296 Ha
spin multiplicity = 1

Mulliken population analysis, charges in e, atoms 1 to 6:
1 C -0.9535
2 C 0.3570
3 C -1.1181
4 C -0.2306
5 C 0.2856
6 C -0.3038

The highest HOMO energy belongs to which entry? C32H46N8OS